(P)
The molecule C20H22FN3O. Source: the Open Molecules 2025 dataset; level of theory: ωB97M-V/def2-TZVPD.

Each line ends with the Löwdin charge.
Cartesian coordinates (Å):
1 O 0.8911 1.6111 0.4085  0.07
2 C 1.1309 0.4429 0.6524  -0.43
3 N 2.3663 -0.1012 0.5527  0.03
4 C 3.5252 0.5679 0.1427  -0.14
5 C 3.6990 1.9121 -0.1355  0.00
6 C 4.9621 2.3385 -0.5209  -0.08
7 C 6.0198 1.4518 -0.6262  -0.09
8 C 5.8363 0.1026 -0.3501  -0.04
9 C 4.5871 -0.3310 0.0335  -0.17
10 C 4.1200 -1.7179 0.3635  -0.09
11 H 4.1444 -2.3501 -0.5270  0.12
12 H 4.7445 -2.1884 1.1233  0.12
13 C 2.6819 -1.4960 0.8576  -0.11
14 H 2.6157 -1.6501 1.9405  0.13
15 H 1.9605 -2.1518 0.3684  0.11
16 H 6.6569 -0.5945 -0.4342  0.11
17 H 6.9938 1.8084 -0.9256  0.10
18 H 5.1184 3.3841 -0.7401  0.10
19 H 2.8761 2.6014 -0.0539  0.10
20 C 0.0260 -0.5110 1.0926  -0.09
21 N -0.2178 -1.5446 0.0873  -0.17
22 C -0.3798 -1.0080 -1.2521  -0.15
23 C -1.5558 -0.0225 -1.3398  -0.13
24 N -2.5753 -0.4036 -0.3777  -0.10
25 C -3.6287 0.4625 -0.1414  -0.17
26 C -4.9770 0.0846 -0.1234  -0.20
27 C -5.9959 0.9633 0.1849  -0.02
28 C -5.7041 2.2844 0.4682  -0.10
29 C -4.3829 2.7002 0.4394  -0.09
30 C -3.3709 1.8108 0.1456  -0.01
31 H -2.3493 2.1570 0.1562  0.11
32 H -4.1353 3.7279 0.6584  0.10
33 H -6.4968 2.9771 0.7020  0.10
34 H -7.0113 0.5981 0.1769  0.12
35 F -5.3468 -1.1882 -0.4436  0.04
36 C -2.6958 -1.8305 -0.1910  -0.14
37 C -1.3737 -2.3732 0.4047  -0.15
38 H -1.1846 -3.3757 0.0053  0.12
39 H -1.4511 -2.4524 1.4897  0.12
40 H -3.5033 -2.0431 0.5064  0.12
41 H -2.9204 -2.3389 -1.1405  0.12
42 H -1.1981 0.9820 -1.1123  0.10
43 H -1.9633 -0.0186 -2.3639  0.13
44 H -0.5377 -1.8612 -1.9172  0.12
45 H 0.5413 -0.5080 -1.5588  0.12
46 H -0.8617 0.1029 1.2936  0.13
47 H 0.3202 -1.0112 2.0211  0.13

Its spin multiplicity is 1. As for the SMILES: O=C(CN1CCN(c2ccccc2F)CC1)N1CCc2ccccc21. The net charge is 0. The value obtained for the HOMO-LUMO gap is 8.48 eV.

(Q)
The molecule C20H22FN3O. Source: the Open Molecules 2025 dataset; level of theory: ωB97M-V/def2-TZVPD.

Each line ends with the Löwdin charge.
Cartesian coordinates (Å):
1 F 0.3682 -2.5985 -5.8961  0.08
2 N 3.8175 -0.1747 0.3466  0.00
3 N 3.0268 0.5296 -0.4435  0.06
4 O 0.8965 1.3193 -1.1879  -0.05
5 C 1.0976 -1.6001 2.5359  -0.16
6 C -0.2102 -1.2754 2.2375  -0.20
7 C 3.3129 -0.9040 1.3640  -0.07
8 C 1.6944 0.5139 -0.3621  -0.21
9 C 1.9157 -1.3945 -4.5696  0.00
10 C -0.3957 -0.7464 -4.6568  -0.02
11 C 2.2329 -0.3028 -3.7866  -0.03
12 C -0.1036 0.2998 -3.8105  -0.03
13 C 0.6054 -1.6032 -5.0500  -0.29
14 C 1.9187 -0.9844 1.5174  -0.12
15 C 1.0800 -0.2610 0.6548  -0.07
16 C 1.2107 0.5751 -3.4083  -0.21
17 N -0.2209 -0.5293 1.0620  0.01
18 C 1.7224 -2.3510 3.7219  -0.04
19 C -1.4517 -1.5728 3.0425  0.00
20 C 1.5056 1.6691 -2.4474  -0.15
21 C -2.9459 2.5930 2.8263  -0.06
22 C -1.4151 -0.0236 0.3468  -0.08
23 C -3.0194 2.0778 0.2002  -0.05
24 C -2.9679 1.5759 1.6694  -0.31
25 C -1.7584 1.4115 0.8092  -0.23
26 H 4.0469 -1.4107 2.0376  0.12
27 H 2.6992 -2.0935 -4.8693  0.12
28 H -1.4285 -0.8571 -4.9737  0.12
29 H 3.2624 -0.1579 -3.4506  0.12
30 H -0.8595 0.9537 -3.4203  0.11
31 H 2.3723 -1.6573 4.2722  0.08
32 H 0.9437 -2.6607 4.4231  0.06
33 H 2.3126 -3.2162 3.3556  0.09
34 H -1.9391 -0.5988 3.3403  0.09
35 H -2.1889 -2.1517 2.4605  0.09
36 H -1.2380 -2.1482 3.9274  0.06
37 H 0.9467 2.6079 -2.7538  0.15
38 H 2.5727 1.8881 -2.3904  0.11
39 H -2.3637 3.4412 2.5566  0.06
40 H -3.9724 2.8936 3.0335  0.07
41 H -2.5266 2.1766 3.7334  0.06
42 H -2.2377 -0.7399 0.3766  0.13
43 H -1.2012 0.0990 -0.7199  0.11
44 H -3.6570 1.5110 -0.5218  0.11
45 H -2.9668 3.1507 0.0017  0.10
46 H -3.5729 0.6815 1.8808  0.13
47 H -0.9209 2.0455 0.9848  0.13

Its spin multiplicity is 1. As for the SMILES: Cc1c(C)n(C[C@H]2C[C@@H]2C)c2c(OCc3ccc(F)cc3)nncc12. The net charge is 0. The value obtained for the HOMO-LUMO gap is 8.84 eV.

Stability ranking, top entry: (P); the second entry is 183.6 kJ/mol less favorable.

(P)
A cluster of 2 separate species, C2H9N2O in total. Source: the Open Molecules 2025 dataset; level of theory: ωB97M-V/def2-TZVPD.

Each line ends with the Löwdin charge.
Cartesian coordinates (Å):
1 C 0.1453 -0.7123 0.6021  -0.13
2 C -0.7778 -0.5288 -0.3886  -0.19
3 N -1.2623 -1.5634 -1.0654  0.10
4 N 0.8049 0.2444 1.4794  0.17
5 H 0.4219 -1.7193 0.8262  0.11
6 H -1.0509 0.4796 -0.6698  0.12
7 H -1.9928 -1.4107 -1.7411  0.12
8 H -1.0187 -2.5365 -0.9488  0.12
9 H 0.6064 1.1416 0.9943  0.12
10 H 1.8201 0.1763 1.4880  0.17
11 H 0.3316 0.2511 2.3851  0.17
12 H 0.4300 2.7400 -0.6540  0.09
13 H 0.9894 1.6556 -1.5794  0.09
14 O 0.5529 1.7823 -0.7280  -0.05

Its spin multiplicity is 1. The net charge is +1. The value obtained for the HOMO-LUMO gap is 9.26 eV.

(Q)
A cluster of 2 separate species, C2H9N2O in total. Source: the Open Molecules 2025 dataset; level of theory: ωB97M-V/def2-TZVPD.

Each line ends with the Löwdin charge.
Cartesian coordinates (Å):
1 C 0.9227 -0.9333 1.4403  -0.01
2 N -1.9452 0.3359 -0.4505  0.18
3 C -1.2024 -0.0951 0.5663  -0.12
4 N 0.0500 -0.3782 0.4093  0.03
5 H 1.5082 -0.1472 1.9097  0.10
6 H 1.5958 -1.6681 1.0034  0.10
7 H 0.3436 -1.4704 2.1900  0.10
8 H -1.4830 0.7939 -1.2293  0.12
9 H -2.8240 0.7714 -0.2222  0.13
10 H -1.6387 -0.3418 1.5144  0.16
11 H 0.5238 -0.1178 -0.4519  0.11
12 H 1.8316 0.5677 -2.6180  0.07
13 H 1.1677 1.8228 -2.0592  0.07
14 O 1.1498 0.8603 -2.0024  -0.04

Its spin multiplicity is 1. The net charge is +1. The value obtained for the HOMO-LUMO gap is 11.77 eV.

(R)
A cluster of 2 separate species, C2H9N2O in total. Source: the Open Molecules 2025 dataset; level of theory: ωB97M-V/def2-TZVPD.

Each line ends with the Löwdin charge.
Cartesian coordinates (Å):
1 C -0.3427 1.0361 1.6196  -0.05
2 N -0.4929 0.0669 0.5340  -0.02
3 C -0.5953 0.3213 -0.8184  -0.07
4 N -1.1202 -0.6820 -1.5527  0.14
5 H -0.5412 0.4915 2.5882  0.11
6 H -0.9758 1.8550 1.5766  0.06
7 H 0.8047 1.2551 1.7592  0.14
8 H -0.9907 -0.6746 0.9339  0.12
9 H -0.1584 1.2104 -1.2508  0.17
10 H -1.4535 -1.7239 -1.2994  0.22
11 H -1.1977 -0.4409 -2.5759  0.15
12 H 3.0166 -0.9311 -1.0186  0.10
13 H 1.9759 -1.0411 0.2056  0.03
14 O 2.0712 -0.7428 -0.7012  -0.09

Its spin multiplicity is 1. The net charge is +1. The value obtained for the HOMO-LUMO gap is 10.97 eV.

Stability ranking, top entry: (Q); the second entry is 128.5 kJ/mol less favorable.